P:
Entry from the Open Molecules 2025 dataset: 9 unconnected molecules or ions with the total composition C66H147N9O9 (the ωB97M-V functional and the def2-TZVPD basis).

Each line ends with the Mulliken charge.
Geometry (Å):
C -1.532 -4.610 3.367  -1.513
C -1.416 -5.048 1.893  2.330
C -2.722 -5.013 1.136  -1.764
C -0.589 -4.018 1.116  -1.428
C 0.910 -4.067 1.575  -0.420
C 1.354 -5.468 1.200  -1.675
C 0.624 -6.557 2.033  2.008
C 1.086 -7.783 1.235  -2.018
C 1.151 -6.660 3.468  -1.831
N -0.792 -6.366 1.719  0.084
O -1.529 -7.327 2.528  -0.498
H -0.687 -4.070 3.740  -0.006
H -2.498 -4.082 3.507  0.342
H -1.536 -5.466 4.018  0.528
H -2.580 -5.094 0.050  0.405
H -3.440 -5.763 1.472  0.497
H -3.267 -4.102 1.301  0.089
H -0.629 -4.231 0.042  0.992
H -1.103 -3.092 1.377  -0.399
H 1.435 -3.298 1.011  0.570
H 1.072 -3.750 2.607  0.022
H 2.422 -5.670 1.314  0.594
H 1.109 -5.692 0.174  0.260
H 2.168 -7.780 1.276  0.506
H 0.618 -7.732 0.228  0.388
H 0.808 -8.733 1.657  0.439
H 0.327 -6.909 4.100  0.360
H 1.638 -5.769 3.879  0.270
H 1.893 -7.441 3.497  0.470
H -1.861 -7.928 1.856  0.362
C 1.387 -0.824 -7.855  -1.163
C 0.667 0.397 -7.219  2.058
C -0.763 0.292 -7.596  -1.644
C 0.740 0.332 -5.675  -1.277
C 2.062 0.698 -5.040  -0.143
C 2.377 2.094 -5.552  -1.531
C 2.501 2.112 -7.096  2.408
C 2.589 3.577 -7.439  -2.113
C 3.754 1.381 -7.517  -1.734
N 1.164 1.689 -7.591  0.093
O 1.252 1.756 -9.070  -0.478
H 2.035 -0.547 -8.724  0.234
H 2.042 -1.336 -7.151  -0.158
H 0.628 -1.537 -8.205  0.369
H -1.319 1.075 -7.067  0.445
H -0.895 0.349 -8.703  0.470
H -1.080 -0.701 -7.269  -0.059
H -0.039 1.009 -5.364  0.685
H 0.378 -0.663 -5.359  -0.226
H 1.976 0.618 -3.955  -0.085
H 2.825 -0.010 -5.329  0.194
H 3.288 2.517 -5.119  0.479
H 1.514 2.780 -5.339  0.354
H 3.373 4.000 -6.792  0.399
H 1.671 4.068 -7.173  0.465
H 2.842 3.781 -8.492  0.398
H 3.729 0.342 -7.165  0.168
H 4.589 1.940 -7.061  0.379
H 3.817 1.415 -8.594  0.484
H 0.690 2.516 -9.192  0.363
C -3.109 -2.129 8.003  -1.765
C -2.823 -0.762 7.360  1.819
C -4.170 0.004 7.219  -1.779
C -1.931 0.160 8.243  -1.366
C -0.506 -0.306 8.474  -0.782
C 0.067 -0.370 7.060  -1.416
C -0.775 -1.226 6.097  2.235
C -0.079 -0.904 4.720  -1.718
C -0.561 -2.697 6.371  -1.862
N -2.147 -0.753 6.074  1.173
O -2.887 -1.585 5.196  -0.564
H -3.182 -2.883 7.211  0.281
H -2.392 -2.500 8.756  0.238
H -4.111 -2.042 8.429  0.527
H -4.024 0.978 6.770  0.024
H -4.917 -0.593 6.687  0.407
H -4.419 0.207 8.268  0.565
H -1.838 1.067 7.689  0.335
H -2.482 0.381 9.151  0.619
H 0.058 0.369 9.097  0.558
H -0.496 -1.310 8.888  0.332
H 1.088 -0.744 7.021  0.510
H 0.076 0.632 6.626  0.110
H 0.942 -1.342 4.813  0.514
H -0.026 0.165 4.607  -0.022
H -0.520 -1.445 3.861  0.146
H 0.326 -3.057 5.847  0.523
H -1.388 -3.333 6.078  0.101
H -0.430 -2.892 7.448  0.290
H -3.053 -1.033 4.418  0.116
C -1.102 3.080 5.828  -1.290
C -1.932 4.325 6.150  1.830
C -3.238 3.793 6.794  -1.942
C -1.279 5.334 7.099  -1.667
C -0.130 6.069 6.472  -0.299
C -0.700 6.801 5.297  -1.777
C -1.297 5.844 4.258  2.201
C -1.981 6.709 3.236  -2.113
C -0.238 4.993 3.494  -1.084
N -2.341 5.128 4.984  -0.258
O -2.955 4.208 4.009  0.080
H -0.054 3.259 5.585  0.396
H -1.125 2.414 6.695  0.380
H -1.539 2.605 4.947  -0.067
H -3.809 3.156 6.096  0.183
H -3.067 3.267 7.738  0.309
H -3.884 4.669 7.008  0.563
H -2.104 5.998 7.353  0.439
H -1.096 4.751 8.012  0.374
H 0.321 6.771 7.172  0.407
H 0.654 5.349 6.175  0.280
H 0.047 7.392 4.772  0.449
H -1.523 7.458 5.586  0.419
H -2.810 7.257 3.690  0.505
H -2.401 6.108 2.434  0.255
H -1.285 7.428 2.755  0.364
H 0.499 4.565 4.177  0.117
H 0.242 5.616 2.737  0.566
H -0.692 4.168 2.941  -0.222
H -3.826 4.622 3.897  0.262
C 3.454 3.515 0.833  -0.706
C 3.929 4.819 0.091  2.027
C 5.165 5.300 0.791  -2.057
C 4.418 4.607 -1.335  -1.747
C 3.347 4.025 -2.262  0.333
C 2.237 5.078 -2.336  -1.871
C 1.775 5.683 -0.943  2.059
C 1.187 7.024 -1.288  -2.092
C 0.656 4.743 -0.424  -0.869
N 2.924 5.862 -0.078  0.037
O 2.411 6.234 1.256  -0.408
H 2.640 3.712 1.538  -0.217
H 3.141 2.735 0.171  0.003
H 4.319 3.113 1.404  0.357
H 5.606 6.125 0.209  0.459
H 4.998 5.715 1.804  0.346
H 5.872 4.450 0.836  0.441
H 4.744 5.607 -1.684  0.482
H 5.424 4.148 -1.360  0.479
H 3.694 3.823 -3.282  0.148
H 3.010 3.064 -1.865  -0.168
H 1.293 4.821 -2.818  0.391
H 2.660 5.961 -2.837  0.468
H 1.914 7.645 -1.808  0.525
H 0.857 7.524 -0.407  0.495
H 0.290 6.829 -1.909  0.304
H 0.405 5.058 0.574  -0.160
H 0.992 3.703 -0.462  0.018
H -0.237 4.829 -1.047  0.562
H 2.619 7.172 1.267  0.333
C 3.749 -3.740 -3.524  -1.374
C 2.892 -4.954 -3.830  1.871
C 2.835 -5.822 -2.602  -1.821
C 1.381 -4.657 -4.018  -1.410
C 1.189 -3.917 -5.274  1.654
C 1.589 -4.847 -6.381  -2.018
C 3.079 -5.270 -6.295  2.098
C 3.143 -6.478 -7.268  -1.963
C 4.075 -4.187 -6.731  -1.241
N 3.239 -5.795 -4.992  0.284
O 4.620 -6.226 -4.806  -0.481
H 4.779 -4.005 -3.830  0.380
H 3.454 -2.819 -4.014  -0.056
H 3.838 -3.592 -2.454  0.436
H 2.373 -5.228 -1.811  0.098
H 2.211 -6.689 -2.835  0.539
H 3.817 -6.183 -2.230  0.423
H 0.877 -5.617 -4.019  0.583
H 1.113 -4.105 -3.145  -0.102
H 0.172 -3.517 -5.416  0.031
H 1.809 -3.041 -5.232  -0.931
H 1.356 -4.503 -7.380  0.454
H 1.010 -5.762 -6.235  0.398
H 2.655 -6.128 -8.206  0.405
H 2.552 -7.326 -6.888  0.432
H 4.142 -6.785 -7.529  0.447
H 4.426 -4.410 -7.750  0.487
H 4.967 -4.203 -6.068  0.261
H 3.711 -3.151 -6.775  -0.093
H 4.492 -7.177 -4.656  0.352
C -2.278 3.178 0.165  -0.614
O -3.275 2.168 0.482  -0.413
C -3.210 1.817 1.806  0.525
C -4.062 0.517 2.122  0.228
C -3.331 -0.775 1.691  -0.247
N -5.368 0.535 1.501  -0.771
H -2.457 4.082 0.749  0.264
H -2.340 3.466 -0.876  0.514
H -1.270 2.850 0.411  -0.106
H -2.161 1.627 2.104  -0.594
H -3.579 2.662 2.382  0.060
H -4.220 0.482 3.220  0.444
H -3.896 -1.672 2.057  0.480
H -2.321 -0.792 2.135  -0.117
H -3.334 -0.886 0.594  -0.560
H -5.939 1.239 1.904  0.354
H -5.228 0.868 0.556  0.278
C 0.584 1.365 2.004  0.271
O -0.138 0.817 0.943  1.216
C 0.657 -0.080 0.155  -1.145
C -0.051 -0.327 -1.133  2.565
C 0.781 -1.340 -1.908  -1.061
N -0.026 0.950 -1.816  -0.288
H 1.116 0.606 2.579  0.344
H -0.071 1.799 2.748  -0.439
H 1.252 2.125 1.669  -0.676
H 1.656 0.314 -0.045  0.317
H 0.799 -0.964 0.813  -0.281
H -1.043 -0.722 -0.931  -1.009
H 1.820 -0.950 -2.021  0.265
H 0.443 -1.445 -2.937  0.157
H 0.853 -2.303 -1.437  0.027
H -0.581 1.566 -1.218  0.029
H -0.551 0.828 -2.646  0.192
C -3.147 -2.306 -5.792  -0.187
O -3.422 -2.094 -4.414  -0.331
C -3.478 -0.753 -3.941  -0.524
C -4.091 -0.540 -2.510  1.668
C -5.529 -0.944 -2.362  -1.685
N -3.792 0.844 -2.256  -0.284
H -3.912 -1.833 -6.402  0.338
H -3.207 -3.380 -5.940  0.295
H -2.103 -2.020 -6.092  -0.263
H -2.463 -0.345 -3.939  0.034
H -4.088 -0.036 -4.540  0.271
H -3.402 -1.035 -1.803  -0.519
H -6.076 -0.638 -3.279  0.366
H -6.119 -0.611 -1.493  0.374
H -5.620 -2.032 -2.334  0.349
H -4.542 1.506 -2.382  0.299
H -3.405 1.026 -1.325  -0.141

Results
2S+1: 1
E_LUMO: 0.51 eV
SMILES: CC1(C)CCCC(C)(C)N1O.CC1(C)CCCC(C)(C)N1O.CC1(C)CCCC(C)(C)N1O.CC1(C)CCCC(C)(C)N1O.CC1(C)CCCC(C)(C)N1O.CC1(C)CCCC(C)(C)N1O.COC[C@H](C)N.COC[C@H](C)N.COC[C@H](C)N
HOMO-LUMO gap: 0.3399 hartree

---

Q:
Entry from the Open Molecules 2025 dataset: 9 unconnected molecules or ions with the total composition C66H147N9O9 (the ωB97M-V functional and the def2-TZVPD basis).

Each line ends with the Mulliken charge.
Geometry (Å):
C -2.032 5.120 -4.915  -1.718
C -1.048 5.128 -3.641  1.396
C 0.338 4.525 -4.151  -1.608
C -0.823 6.580 -3.161  -1.260
C -1.838 7.125 -2.120  -1.092
C -2.279 6.123 -1.050  -0.843
C -2.549 4.713 -1.588  1.982
C -2.512 3.861 -0.327  -2.019
C -3.963 4.639 -2.199  -1.618
N -1.524 4.301 -2.517  -0.192
O -1.577 2.939 -2.835  1.111
H -2.764 5.925 -4.846  0.394
H -1.427 5.129 -5.821  0.539
H -2.563 4.169 -4.955  0.174
H 0.260 3.597 -4.717  0.028
H 0.873 5.127 -4.885  0.525
H 0.998 4.314 -3.309  0.373
H 0.162 6.656 -2.699  0.438
H -0.814 7.191 -4.064  0.493
H -1.559 8.134 -1.817  0.440
H -2.722 7.349 -2.717  0.391
H -3.169 6.623 -0.669  0.376
H -1.620 6.086 -0.183  0.130
H -2.939 2.876 -0.514  0.110
H -3.206 4.260 0.413  0.623
H -1.496 3.722 0.043  0.155
H -4.800 4.825 -1.525  0.414
H -4.018 3.661 -2.678  0.090
H -3.963 5.410 -2.969  0.373
H -0.991 2.443 -2.258  -0.235
C 6.327 1.167 1.107  -1.501
C 6.578 0.883 -0.347  1.843
C 6.875 2.251 -0.951  -2.193
C 7.865 0.069 -0.607  -1.191
C 7.698 -1.448 -0.389  -0.816
C 6.490 -1.979 -1.139  -1.643
C 5.184 -1.202 -0.923  2.218
C 4.248 -1.615 -2.080  -2.161
C 4.549 -1.692 0.421  -1.384
N 5.468 0.255 -1.059  0.156
O 4.403 1.029 -1.302  -0.122
H 5.728 2.071 1.217  0.489
H 5.843 0.354 1.647  -0.232
H 7.258 1.372 1.636  0.388
H 6.973 2.160 -2.032  0.519
H 6.105 3.013 -0.832  0.349
H 7.836 2.657 -0.634  0.405
H 8.173 0.083 -1.652  0.395
H 8.741 0.395 -0.045  0.443
H 8.579 -1.937 -0.805  0.473
H 7.629 -1.724 0.663  0.298
H 6.269 -3.046 -1.104  0.397
H 6.723 -1.962 -2.203  0.533
H 4.674 -1.319 -3.038  0.554
H 3.316 -1.090 -1.867  0.234
H 4.146 -2.696 -2.169  0.474
H 3.869 -0.924 0.788  0.080
H 5.317 -1.883 1.170  0.235
H 4.046 -2.642 0.238  0.526
H 4.406 1.160 -2.253  0.333
C 1.292 -3.871 5.907  -1.200
C 0.669 -3.759 7.339  1.609
C 1.242 -4.837 8.251  -2.019
C 1.064 -2.463 7.933  -1.310
C 0.335 -1.248 7.356  0.457
C -1.168 -1.431 7.491  -1.473
C -1.678 -2.798 6.886  1.572
C -3.128 -2.949 7.493  -2.001
C -1.748 -2.717 5.307  -1.386
N -0.831 -3.897 7.280  0.514
O -1.270 -5.146 6.990  -0.499
H 1.363 -2.887 5.443  0.104
H 2.303 -4.255 6.045  0.472
H 0.910 -4.619 5.211  0.131
H 0.954 -4.850 9.302  0.401
H 0.907 -5.790 7.841  0.477
H 2.331 -4.808 8.214  0.394
H 0.955 -2.434 9.017  0.516
H 2.113 -2.267 7.710  -0.006
H 0.605 -0.368 7.940  0.570
H 0.633 -1.084 6.321  -0.566
H -1.586 -0.539 7.023  0.516
H -1.476 -1.332 8.531  0.357
H -3.764 -2.129 7.159  0.371
H -3.164 -3.050 8.577  0.451
H -3.594 -3.863 7.124  0.478
H -2.132 -3.635 4.861  0.388
H -0.792 -2.623 4.791  0.007
H -2.299 -1.880 4.878  0.431
H -1.802 -5.410 7.744  0.359
C -2.269 -2.660 -7.648  -1.700
C -1.860 -1.209 -7.368  1.867
C -2.282 -0.290 -8.514  -2.064
C -2.640 -0.765 -6.055  -0.309
C -2.045 0.494 -5.450  -1.208
C -0.572 0.274 -5.145  0.584
C 0.305 -0.131 -6.392  1.648
C 0.507 1.207 -7.198  -1.302
C 1.696 -0.568 -5.765  -1.667
N -0.378 -1.170 -7.169  0.678
O 0.388 -1.734 -8.199  -0.507
H -1.658 -3.408 -7.143  0.209
H -3.310 -2.726 -7.330  0.306
H -2.074 -2.821 -8.708  0.470
H -2.317 0.785 -8.336  0.316
H -1.611 -0.559 -9.329  0.419
H -3.287 -0.491 -8.885  0.448
H -3.718 -0.666 -6.178  0.698
H -2.587 -1.575 -5.327  -0.579
H -2.141 1.333 -6.140  0.444
H -2.658 0.699 -4.573  0.228
H -0.535 -0.443 -4.325  -1.151
H -0.294 1.204 -4.649  0.125
H 1.415 1.309 -7.794  0.436
H 0.547 2.037 -6.493  0.089
H -0.380 1.429 -7.791  0.291
H 1.637 -1.282 -4.944  0.156
H 2.215 0.320 -5.403  0.312
H 2.331 -1.149 -6.434  0.401
H 0.462 -0.977 -8.785  0.372
C 0.392 4.593 2.451  -1.294
C -0.704 4.559 3.574  1.589
C -1.646 5.790 3.148  -1.787
C -1.465 3.220 3.380  -0.914
C -0.759 1.981 3.885  0.815
C -0.373 2.182 5.367  -1.244
C 0.588 3.462 5.540  2.063
C 0.701 3.621 7.045  -2.002
C 1.976 3.203 4.972  -1.590
N -0.204 4.616 5.005  0.403
O 0.322 5.842 5.379  -0.488
H 0.687 3.637 2.018  -0.050
H 0.001 5.093 1.565  0.445
H 1.273 5.150 2.771  0.323
H -2.466 5.892 3.859  0.420
H -1.077 6.714 3.248  0.465
H -1.960 5.814 2.105  0.313
H -2.470 3.365 3.778  0.368
H -1.603 3.124 2.303  -0.346
H -1.348 1.074 3.752  0.717
H 0.104 1.704 3.280  -0.901
H 0.075 1.304 5.833  -0.236
H -1.290 2.396 5.916  0.594
H 1.019 4.601 7.402  0.403
H 1.247 2.766 7.443  0.278
H -0.310 3.563 7.449  0.517
H 2.598 2.548 5.582  0.331
H 2.618 4.073 4.829  0.279
H 1.736 2.761 4.005  0.123
H -0.284 6.074 6.086  0.362
C -6.670 -4.778 -3.676  -1.976
C -6.448 -3.284 -3.381  1.803
C -6.045 -2.570 -4.714  -1.960
C -7.760 -2.689 -2.798  -1.229
C -7.589 -1.381 -2.039  -0.712
C -6.486 -1.424 -1.073  -1.292
C -5.153 -1.950 -1.628  1.948
C -4.553 -0.813 -2.492  -1.427
C -4.239 -2.288 -0.401  -1.998
N -5.367 -3.220 -2.396  0.106
O -4.217 -3.999 -2.674  -0.400
H -6.616 -5.421 -2.797  0.407
H -7.698 -4.971 -3.983  0.469
H -6.044 -5.156 -4.484  0.358
H -6.778 -2.663 -5.516  0.568
H -6.023 -1.490 -4.572  0.325
H -4.985 -2.723 -4.916  0.405
H -8.456 -2.559 -3.626  0.477
H -8.228 -3.396 -2.112  0.400
H -7.380 -0.500 -2.647  0.294
H -8.431 -1.105 -1.404  0.403
H -6.763 -1.930 -0.149  0.460
H -6.420 -0.383 -0.756  0.305
H -5.140 -0.290 -3.247  0.355
H -3.659 -1.111 -3.040  -0.395
H -4.209 -0.031 -1.816  0.693
H -3.823 -1.398 0.072  0.380
H -3.378 -2.831 -0.790  0.382
H -4.735 -3.023 0.234  0.452
H -4.106 -4.530 -1.882  0.362
C 6.476 2.758 4.903  -0.977
O 5.388 1.765 4.764  -0.037
C 5.661 0.620 5.570  -1.053
C 4.716 -0.561 5.167  1.078
C 4.887 -1.743 6.125  -1.799
N 5.081 -1.025 3.847  -0.360
H 6.440 3.279 5.860  0.353
H 6.376 3.657 4.294  0.270
H 7.457 2.331 4.695  0.361
H 6.695 0.281 5.504  0.502
H 5.373 0.837 6.598  0.367
H 3.670 -0.256 5.141  -0.190
H 4.596 -1.398 7.117  0.398
H 5.928 -2.065 6.124  0.429
H 4.279 -2.630 5.942  0.327
H 5.105 -0.212 3.249  0.030
H 6.064 -1.232 3.952  0.344
C -1.046 -7.054 -4.636  -0.847
O -0.932 -5.930 -3.767  -0.362
C -0.603 -4.697 -4.427  -0.650
C -0.333 -3.585 -3.371  1.852
C 0.732 -4.040 -2.399  -1.874
N -1.486 -3.270 -2.545  0.169
H -1.647 -6.867 -5.525  0.281
H -1.594 -7.898 -4.216  0.276
H -0.027 -7.259 -4.963  0.341
H 0.262 -4.830 -5.076  0.679
H -1.460 -4.404 -5.033  0.141
H -0.062 -2.652 -3.865  -1.086
H 1.696 -4.168 -2.892  0.422
H 0.510 -4.968 -1.873  0.263
H 0.756 -3.324 -1.578  0.441
H -2.216 -3.019 -3.198  -0.524
H -1.807 -4.140 -2.145  0.429
C 1.033 -1.109 2.608  -0.882
O 0.462 -0.220 1.694  -0.050
C 1.097 -0.006 0.414  -1.245
C 0.251 0.734 -0.649  1.402
C -0.908 -0.073 -1.178  -0.376
N 1.108 1.264 -1.673  0.123
H 0.192 -1.332 3.265  0.205
H 1.759 -0.601 3.241  0.194
H 1.393 -2.037 2.164  0.509
H 1.911 0.651 0.721  0.438
H 1.498 -0.917 -0.031  0.175
H -0.146 1.608 -0.134  -0.825
H -1.505 -0.341 -0.307  0.283
H -0.660 -1.077 -1.520  -0.080
H -1.579 0.366 -1.917  -0.027
H 1.320 0.459 -2.244  -0.157
H 1.974 1.668 -1.346  0.207

Results
2S+1: 1
E_LUMO: 0.55 eV
SMILES: CC1(C)CCCC(C)(C)N1O.CC1(C)CCCC(C)(C)N1O.CC1(C)CCCC(C)(C)N1O.CC1(C)CCCC(C)(C)N1O.CC1(C)CCCC(C)(C)N1O.CC1(C)CCCC(C)(C)N1O.COC[C@H](C)N.COC[C@H](C)N.COC[C@H](C)N
HOMO-LUMO gap: 0.3078 hartree

---

Least stable: Q